Entry from OMol25: 26 unconnected molecules or ions with the total composition C9H70N2O25 in a non-equilibrium geometry (ωB97M-V with the def2-TZVPD basis set).

XYZ file:
```
106
Properties=species:S:1:pos:R:3:forces:R:3
N 9.474800 0.629063 -21.007963 0.28 1.11 -1.23
H 8.967048 1.488613 -21.161104 -1.14 0.56 0.57
H 9.049603 -0.102683 -21.559185 -0.42 -1.06 0.25
H 9.505546 0.404202 -20.023799 -0.04 -0.54 0.62
H 10.357383 0.921719 -21.402297 0.92 -0.72 0.34
C 9.952127 -2.242725 -18.721845 0.35 1.18 -0.74
C 8.518283 -2.047550 -18.176537 1.27 -1.40 0.15
C 8.719605 -1.206209 -16.848152 -0.57 -0.32 -0.99
C 7.443000 -0.626711 -16.313753 -0.83 1.76 -1.65
C 6.650143 0.112960 -17.474265 0.39 -1.45 0.93
C 6.476608 -0.734002 -18.763358 -1.33 0.10 -0.27
N 7.722260 -1.337354 -19.211825 1.62 0.96 -0.39
O 7.699169 -1.963132 -20.561946 -0.14 0.66 1.92
C 5.952347 0.278507 -19.814115 -0.62 -1.16 -0.73
C 5.349995 -1.809572 -18.567487 0.11 -0.06 0.71
C 8.086320 -3.462448 -17.798098 -1.26 -0.41 0.51
H 10.197807 -1.232661 -19.049695 0.47 -0.02 -0.57
H 10.101570 -2.962637 -19.526510 -0.64 0.13 -0.25
H 10.773945 -2.470158 -18.042880 -0.63 -0.09 0.92
H 9.463129 -0.451980 -17.105855 0.07 0.29 0.24
H 9.071117 -1.810021 -16.011527 0.71 -0.43 -0.47
H 7.619957 0.137098 -15.556534 0.18 -0.18 0.38
H 6.847814 -1.414295 -15.851618 -0.30 0.06 -0.13
H 7.024754 1.096906 -17.756442 0.90 -0.01 0.05
H 5.680302 0.404029 -17.070807 -0.53 -0.40 -0.16
H 5.574653 -0.336762 -20.630751 -0.08 0.26 -0.19
H 6.636192 0.987058 -20.281441 0.56 -0.06 0.45
H 5.099126 0.847046 -19.444121 -0.03 -0.06 0.29
H 4.444941 -1.416178 -18.104645 -0.17 0.43 -0.38
H 5.611925 -2.585357 -17.848004 0.49 0.12 0.02
H 5.077130 -2.366203 -19.464045 0.16 0.36 -0.14
H 7.295152 -3.420449 -17.049502 -0.08 -0.09 0.31
H 8.906813 -4.036276 -17.367259 0.15 0.11 0.00
H 7.652256 -4.062794 -18.597644 0.33 0.25 -0.25
O 11.392304 1.220340 -18.684584 0.49 -0.59 -0.78
H 10.857478 1.858767 -18.212773 -0.63 0.46 0.62
H 12.293002 1.437093 -18.443762 0.32 0.12 -0.01
O 9.712791 -2.869095 -13.633239 0.70 0.38 0.06
H 9.722109 -3.411260 -14.422027 0.19 -0.32 -0.28
H 8.784897 -2.774170 -13.418226 -0.93 0.10 0.40
O 2.395756 -0.472571 -16.171260 0.03 -0.57 -0.33
H 3.029334 -0.064047 -15.581411 0.57 0.18 0.53
H 1.545866 -0.150665 -15.870757 -0.39 0.16 0.14
O 3.215388 3.412291 -19.865446 0.37 0.48 -0.19
H 2.317226 3.636499 -20.108894 -0.20 -0.02 0.03
H 3.236931 2.455485 -19.882517 -0.16 -0.50 0.26
O 12.626324 -2.225978 -15.524122 0.22 -0.40 -0.03
H 12.205599 -1.377362 -15.662256 -0.38 0.35 0.01
H 13.065818 -2.141055 -14.678035 0.06 -0.05 0.19
O 8.201563 3.270585 -20.712424 0.42 -0.17 -0.28
H 7.395694 3.528652 -21.159882 -0.36 0.07 -0.16
H 8.065472 3.533684 -19.802212 -0.10 0.02 0.29
O 4.587021 -5.334159 -19.083555 0.45 -0.50 -0.63
H 4.444902 -4.768056 -18.324907 -0.34 0.48 0.52
H 4.544534 -6.223060 -18.731021 -0.15 -0.23 0.07
O 2.783536 -4.477923 -21.114686 -0.60 -0.41 -0.08
H 3.278257 -3.711538 -21.404751 -0.16 0.34 -0.36
H 3.298367 -4.836366 -20.391699 0.27 -0.26 0.30
O 6.126187 2.413795 -14.817471 0.65 0.38 0.19
H 5.823120 1.718572 -15.401457 -0.26 -0.43 -0.30
H 5.392125 2.563812 -14.221759 -0.54 0.17 0.12
O 6.993957 -2.534941 -12.884259 0.52 -0.34 0.20
H 6.438957 -3.249144 -13.197512 -0.33 -0.31 -0.12
H 6.620653 -1.748583 -13.282411 -0.21 0.77 -0.06
O 11.290284 -5.665026 -17.234268 0.08 -0.08 -0.28
H 12.122857 -5.296014 -16.939494 0.29 0.06 -0.05
H 10.751656 -5.703601 -16.443932 -0.39 0.16 0.31
O 10.900609 -0.275323 -13.780679 0.42 0.92 -0.25
H 11.495243 -0.784416 -13.229799 -0.12 -0.22 0.21
H 10.136811 -0.840671 -13.895680 -0.21 -0.69 0.00
O 6.355016 -1.198724 -22.994361 -0.52 0.40 -0.92
H 6.897100 -0.478124 -23.315468 0.03 0.09 -0.15
H 6.829884 -1.536297 -22.234899 0.51 -0.43 1.24
O 13.282328 -3.164397 -18.035465 0.44 -0.30 -0.54
H 12.448596 -3.444407 -18.413235 -0.30 -0.22 -0.24
H 13.123179 -3.143228 -17.091827 -0.06 0.44 0.61
O 6.951010 -5.024737 -20.823847 0.21 -0.50 -0.34
H 6.329317 -5.523778 -20.294035 -0.36 0.08 0.12
H 7.031508 -4.184829 -20.371845 0.15 0.73 -0.12
O 9.409049 -3.464426 -22.420964 0.39 -0.19 -0.70
H 10.335883 -3.241095 -22.335343 0.24 -0.03 0.05
H 8.961228 -2.862455 -21.826546 -0.66 0.30 0.87
O 3.742611 -4.200032 -16.794156 0.02 -0.26 -0.03
H 3.058153 -3.667557 -16.388928 -0.29 0.39 0.00
H 4.381200 -4.342308 -16.095457 0.30 0.03 0.37
O 13.196809 -0.872037 -19.716680 0.16 0.54 -0.58
H 13.462925 -1.617343 -19.178225 0.11 -0.53 0.41
H 12.592023 -0.379132 -19.162140 -0.37 -0.06 0.07
O 9.539305 -5.459584 -14.879638 0.21 -0.04 -0.40
H 10.127365 -6.014595 -14.367395 0.19 -0.15 0.32
H 8.705284 -5.497237 -14.411424 -0.40 0.01 0.07
O 7.025820 0.537009 -12.723754 -0.09 -0.56 0.38
H 7.971005 0.683145 -12.684986 0.36 0.02 0.03
H 6.683076 1.303726 -13.182991 -0.08 0.31 -0.49
O 3.879493 -2.070167 -21.801863 -0.52 0.12 0.18
H 4.685451 -2.406199 -21.409754 0.55 0.06 -0.01
H 4.176495 -1.438468 -22.456826 0.36 0.04 -0.26
O 2.145757 0.751852 -18.568790 -0.11 0.75 -0.88
H 1.461423 0.137584 -18.834475 -0.04 -0.23 -0.13
H 2.572126 0.328534 -17.823649 0.08 -0.33 0.56
O 9.719908 2.658615 -17.213493 0.22 0.27 -0.12
H 9.111836 3.266409 -17.634284 -0.20 0.29 0.05
H 9.157718 1.995177 -16.813463 -0.29 -0.41 0.33
O 9.138902 -7.504838 -18.401730 -0.02 -0.40 0.08
H 9.477544 -6.743107 -17.931283 0.29 0.29 -0.08
H 8.188212 -7.439535 -18.311437 -0.23 0.07 -0.12
```
Forces are in eV/Å.

Results
LUMO energy (alpha / beta) in Eh: 0.0453 / 0.0436
Multiplicity: 2
HOMO level (alpha / beta) in eV: -0.76 / -4.59
Orbital gap (alpha / beta) in eV: 1.99 / 5.78
Total charge: -1
Expectation value of S²: 0.75
DFT total energy in eV: -64635.645